16
Properties=species:S:1:pos:R:3 method="wB97M-V/def2-TZVPD" total_charge=+1 de_lowest_kcal_mol=163.19 lumo_energy_ev="-6.8 / -7.0" e_tot_ev=-13934.2125
C -1.16 0.88 -0.15
O 0.17 1.41 3.58
H 1.70 -0.30 1.60
C 1.00 -0.96 -0.26
H -1.65 0.21 -2.18
C -0.91 0.20 -1.30
C 0.18 -0.72 -1.38
O 0.16 2.05 4.58
H 1.69 -1.74 -0.41
C -0.13 0.69 0.70
C 0.93 -0.10 0.86
H -0.47 -1.35 -3.19
H -2.07 1.50 0.14
N 0.32 -1.36 -2.59
H 0.82 -2.21 -2.62
O -0.57 1.79 2.61



68
Properties=species:S:1:pos:R:3 method="wB97M-V/def2-TZVPD" total_charge=0 de_lowest_kcal_mol=0.00 lumo_energy_ev=-2.1 e_tot_ev=-131432.7050
H -6.18 -1.89 -1.84
C -0.19 -2.80 3.33
H 0.70 6.69 -5.09
H 1.70 5.58 -6.07
H -3.80 0.87 -1.20
C 1.56 6.01 -5.07
O 1.34 5.03 -4.08
H -4.06 -2.92 -1.95
O -1.01 -2.84 4.47
O -5.69 -0.01 -1.32
N 2.25 1.03 1.03
S 6.47 -0.87 -2.19
O 0.27 2.29 -0.03
H -0.40 -1.89 2.77
H -2.00 0.93 -4.36
H -4.88 1.50 -2.47
F 8.51 0.99 0.36
O 2.64 3.53 1.63
H -0.30 -3.72 2.75
O 6.29 0.39 0.93
H -1.83 2.61 -4.86
H -5.25 -1.07 -3.02
N 7.09 0.42 -1.48
S 7.32 -0.02 0.01
H -0.94 -1.26 -1.13
C 0.41 2.93 -3.47
H -1.48 -4.86 7.05
C -1.84 -1.84 -0.92
F 0.08 0.08 0.84
O 7.94 -1.28 0.28
O 5.15 -1.18 -1.74
C -1.60 1.90 -4.06
H -1.71 -2.85 -1.34
H 0.84 -2.64 3.70
H -4.27 -2.17 -0.32
O 0.30 1.88 2.39
H -5.24 1.86 -0.76
O 3.33 2.75 -0.56
C -3.79 -3.75 7.36
H -1.36 -3.11 7.09
O -2.92 -1.24 -1.57
S 0.73 1.55 1.08
H -3.78 -4.67 7.96
H -1.94 -1.95 0.17
H -2.08 2.22 -3.13
H -0.05 3.28 -2.54
H -4.84 -3.56 7.15
K 3.84 0.22 3.40
H -3.49 -2.88 7.97
C -1.67 -3.95 6.45
C -4.12 -1.97 -1.39
C -0.89 -4.05 5.20
C 0.56 3.98 -4.55
O -3.05 -3.83 6.19
C -4.83 1.12 -1.44
H 1.06 3.44 -5.37
S 3.02 2.47 0.78
H 2.42 6.61 -4.78
K 3.15 -1.40 0.32
H 0.17 -4.28 5.39
F 6.25 -0.23 -3.61
O 7.41 -1.88 -2.48
H -1.23 -4.88 4.56
C -5.32 -1.22 -1.93
F 4.43 2.06 1.42
H 1.41 2.66 -3.09
O -0.21 1.73 -3.88
H -0.40 4.33 -4.93



13
Properties=species:S:1:pos:R:3 method="wB97M-V/def2-TZVPD" total_charge=+2 de_lowest_kcal_mol=6.85 lumo_energy_ev=-11.2 e_tot_ev=-63691.2333
Li 2.78 3.68 1.59
C 1.76 1.78 1.92
H -1.22 1.26 1.37
O 1.89 1.01 0.87
C -2.24 -3.69 -3.68
F 0.27 1.57 -0.59
O 0.56 1.69 2.39
O -1.67 -3.05 -2.89
C 0.59 0.58 0.35
H -0.39 -0.13 2.17
C -0.26 0.78 1.58
O -2.76 -4.30 -4.52
Zn 0.69 -1.20 -0.55



46
Properties=species:S:1:pos:R:3 method="wB97M-V/def2-TZVPD" total_charge=-2 de_lowest_kcal_mol=4.72 lumo_energy_ev="4.4 / 4.4" e_tot_ev=-246135.0410 spin_multiplicity=2
O 2.62 1.34 3.53
H 2.72 0.54 1.61
H 2.53 0.37 -3.06
H -4.29 0.97 -4.47
Se -0.17 0.50 2.00
O 2.11 -2.70 4.77
Se 2.03 -1.69 0.05
S -0.31 -1.90 -2.16
C -3.59 1.70 -2.63
C 2.78 -1.52 4.32
C -3.70 0.61 -3.63
H 4.02 0.09 2.73
C 1.63 0.50 -3.65
N -3.60 3.52 -1.61
S -2.24 3.14 0.70
H 2.67 -0.71 5.05
C 2.94 0.26 2.65
N -2.24 0.36 -1.09
O -0.80 1.39 -3.33
H 3.52 -2.33 1.90
H 1.75 1.64 3.22
O 1.08 2.90 -2.85
S -1.33 -2.22 0.42
N -4.01 2.91 -2.77
S -2.18 -4.22 -1.62
S 0.53 1.56 -2.74
H 3.85 -1.73 4.18
Fe -0.01 -0.50 -0.13
H -4.16 -0.28 -3.20
C -1.27 -2.90 -1.16
O 0.58 1.04 -1.36
H 2.40 -2.88 5.67
H -2.70 0.34 -3.98
H 0.49 -0.45 4.19
H 1.14 -0.46 -3.81
C 2.45 -2.09 1.92
C -2.89 2.73 -0.77
H 0.16 -1.76 3.08
H 1.92 -3.00 2.19
N -2.94 1.52 -1.43
H -3.65 4.52 -1.50
H -1.68 0.11 -1.91
C 0.68 -0.81 3.18
H 1.85 0.99 -4.60
H -2.90 -0.38 -0.89
C 2.19 -1.03 2.99



92
Properties=species:S:1:pos:R:3 method="wB97M-V/def2-TZVPD" total_charge=-2 lumo_energy_ev="3.7 / 3.7" e_tot_ev=-140041.9774 spin_multiplicity=6
C 2.01 -5.73 -3.26
C -2.82 2.66 3.68
C -2.60 -1.30 2.35
H 4.33 5.29 -2.06
C -2.00 -3.97 1.84
C 1.43 2.89 4.71
C -3.54 -2.32 2.67
N -0.37 4.99 -0.61
H 2.01 5.62 -1.37
P -2.61 0.29 -1.60
C -3.26 -3.41 -1.72
H -0.92 2.77 2.72
H -1.64 1.86 -3.74
H 0.49 1.30 -4.93
H 4.68 -1.51 -1.73
H -4.79 2.17 4.47
O 3.28 -2.99 -2.02
C 0.16 1.07 5.62
H 2.32 0.36 1.65
C -0.75 1.56 -3.20
C 1.20 0.82 3.40
C -2.76 0.05 2.74
Ho -0.42 0.27 0.41
H -2.35 5.72 -0.13
H 1.37 -1.01 2.31
C -1.79 2.16 2.93
H -0.24 2.45 -2.83
C 1.70 2.13 3.58
H 2.32 -6.65 -2.76
C 0.23 3.77 -0.53
H -3.97 -4.40 2.68
H 3.14 -1.68 -4.38
H 4.72 -2.43 -4.11
H 2.29 2.56 2.78
H 1.05 0.42 -3.49
C -3.90 0.53 3.46
H -4.73 -0.13 3.65
C -3.93 1.81 3.92
C 0.66 2.36 5.73
C 0.43 0.32 4.48
N -0.64 2.89 -0.05
H -2.95 -1.91 -3.22
C -2.44 -2.31 -2.35
C 2.13 2.21 -0.96
H -0.24 -3.14 0.98
C 0.17 0.72 -4.06
C 4.07 -1.61 -3.81
H -2.75 -3.83 -0.84
S 3.08 -3.15 0.93
O -1.12 0.80 -2.04
C -3.25 -3.63 2.42
C -1.82 3.58 0.18
H 0.18 -5.54 -2.13
C 3.73 4.45 -1.75
O 1.43 1.19 -0.66
Cl 0.32 3.32 7.17
H 5.31 2.99 -1.98
H -3.43 -4.21 -2.45
C 3.50 2.08 -1.33
C 1.41 0.07 2.18
C 1.06 -4.95 -2.37
N -1.44 -1.63 1.67
C 3.78 -1.69 -2.33
C -1.17 -2.93 1.47
N -1.74 0.92 2.44
H 0.01 -0.67 4.39
H -2.69 3.07 0.55
C 1.61 3.54 -0.96
H -0.45 0.66 6.41
C -1.67 4.88 -0.16
H -4.23 -3.02 -1.39
H -0.34 -0.18 -4.40
S 0.75 -1.86 -1.29
H -1.71 -4.99 1.66
O -2.70 0.77 -0.18
H 0.72 -4.04 -2.87
H 4.56 -0.66 -4.05
O -2.25 -1.26 -1.39
Te -4.30 0.72 -3.14
H -1.46 -2.67 -2.64
H 3.92 1.08 -1.27
H 0.07 5.83 -0.93
H -2.78 3.68 4.06
H 1.82 3.90 4.80
H 3.03 -0.95 -2.05
C 2.41 4.61 -1.36
O 1.69 -4.63 -1.13
C 4.27 3.15 -1.71
H -4.49 -2.06 3.13
P 2.21 -3.13 -0.80
H 2.90 -5.13 -3.46
H 1.52 -5.98 -4.20



114
Properties=species:S:1:pos:R:3 method="wB97M-V/def2-TZVPD" total_charge=-1 lumo_energy_ev=1.1 e_tot_ev=-188673.9085
H 7.26 2.79 -9.22
O 9.02 3.74 -9.15
O -11.74 -6.13 -0.75
F 0.97 0.66 -4.45
F -4.35 0.66 -1.31
F 4.86 -0.82 -3.36
H -8.40 -5.00 5.09
H -1.48 -0.79 -2.21
H 1.48 0.50 4.24
F -0.47 4.86 2.10
F 8.80 4.41 -5.85
O 3.87 0.68 5.58
C 3.23 -0.49 5.08
O -6.27 -5.50 3.29
C -10.71 -4.62 4.61
C 1.11 4.91 3.93
C 2.81 1.61 -3.30
F 2.61 1.53 7.78
H -6.00 -6.17 1.13
C 4.52 0.52 6.84
F -0.57 2.56 2.63
H 11.72 4.16 -8.78
H 6.84 4.06 -5.89
H -5.94 -2.16 -2.65
C -5.41 -1.43 0.64
F -0.06 0.58 1.92
H 0.29 4.16 0.15
F 7.87 2.75 -4.82
F -1.57 0.83 -1.05
H -9.08 -3.76 2.10
F 2.36 -1.31 7.85
C 1.21 2.38 1.05
S -11.50 -5.79 3.36
H -6.36 -0.89 0.68
F -5.33 -2.21 1.75
F -6.37 -3.18 -0.61
O -5.58 -7.72 2.64
C 5.69 0.17 -3.77
F 6.91 -0.14 -3.25
F -14.02 -5.56 0.43
F 2.82 -0.46 -4.49
F 1.96 2.38 -2.55
H -6.60 -4.11 1.58
O -4.18 -1.21 -2.58
C -6.94 -4.31 2.70
F 3.13 2.38 -4.38
H 3.98 0.49 -1.81
H -11.33 -3.61 4.74
F 10.93 3.83 -6.98
C -5.95 -6.49 2.26
F 0.16 5.37 4.78
F -4.40 -0.54 0.72
F 2.19 2.18 1.98
F 0.76 6.63 2.33
F 9.84 5.71 -9.80
F 3.57 -1.55 5.84
C 7.87 2.67 -7.19
C 1.71 -0.31 4.93
C 1.24 3.84 0.59
F -4.20 -3.04 -0.63
H -6.64 -3.37 3.34
C -8.58 -4.54 2.85
H -8.90 -3.23 4.70
H -6.06 -0.62 -1.86
C -0.14 1.88 1.54
F 2.37 -0.35 9.80
F 6.14 -0.93 -5.84
S -12.45 -6.23 0.66
C 3.64 0.70 8.08
F 8.85 5.61 -7.88
H 5.26 1.34 6.87
F 9.00 1.91 -7.20
C 9.68 4.93 -8.70
H -8.78 -5.61 2.38
F 1.58 1.61 -0.03
F 3.79 -0.72 3.85
C 4.07 1.37 -2.45
C -9.11 -4.36 4.39
H 7.14 4.33 -8.43
N -11.56 -5.17 1.73
O -12.43 -7.72 1.05
C 11.04 4.64 -8.06
C -5.42 -1.50 -1.94
F 4.39 1.36 9.02
C -5.33 -2.29 -0.62
F 1.12 -0.04 6.12
F 6.83 1.77 -7.18
O -12.99 -5.96 3.82
F 4.60 0.61 -5.85
C 5.79 0.26 -5.30
O -10.70 -7.15 3.48
H -0.90 1.96 0.76
O 1.73 4.79 1.54
H -10.81 -5.17 5.67
H 3.97 -1.23 9.02
F 1.13 -1.45 4.46
H 4.14 2.21 -1.75
H 6.53 1.01 -5.59
H 1.95 3.90 -0.24
H 5.13 -0.39 6.88
C -3.52 -0.03 -2.13
H 2.08 5.33 4.22
C 2.07 0.35 -3.72
C 7.78 3.45 -8.51
O 5.31 1.40 -3.16
F 11.63 5.79 -7.63
C -2.16 -0.31 -1.49
C 0.77 5.27 2.47
F 1.17 3.56 4.10
F -3.36 0.75 -3.23
H 1.73 -0.22 -2.84
C 3.14 -0.60 8.70
C 7.79 3.52 -5.94
F -2.27 -1.13 -0.41



99
Properties=species:S:1:pos:R:3 method="wB97M-V/def2-TZVPD" total_charge=+1 de_lowest_kcal_mol=0.00 lumo_energy_ev=-5.1 e_tot_ev=-97369.8782
H -4.73 2.48 16.68
H -1.75 11.25 19.37
C -4.75 11.51 20.14
H -5.59 2.36 21.11
H 2.27 11.65 23.61
H -5.78 1.89 17.95
O -0.67 12.27 15.75
H -0.12 10.39 21.70
C -3.95 7.91 20.18
O 1.30 13.29 24.43
H -4.03 13.89 17.07
C -4.16 1.69 23.63
C -6.39 5.55 19.12
H -4.82 7.62 24.18
C -6.21 8.81 22.98
H -5.27 6.83 22.68
C -0.62 9.25 17.37
H -1.62 10.69 22.57
C -2.60 11.91 19.54
C -0.38 11.23 16.21
H 0.27 10.56 24.18
C -4.86 5.24 17.44
H -6.41 6.89 23.97
C -5.07 3.91 18.20
C -0.51 1.12 25.28
C -7.88 10.17 23.68
C 0.04 13.35 24.91
C -3.50 12.17 18.34
H -5.38 9.39 22.56
H -7.58 2.98 22.36
O -1.18 10.53 17.07
H 0.52 8.44 15.70
O -1.67 8.17 20.95
C 0.13 1.61 24.00
H -3.83 5.60 17.53
O -3.80 0.98 24.51
H -7.10 8.89 20.98
H -6.39 3.04 16.71
H -4.14 3.64 18.71
H -4.27 4.50 22.71
H -2.45 8.16 17.80
H -5.12 5.22 16.38
O -0.67 2.12 21.86
O 0.74 10.52 15.95
H 0.36 0.37 22.18
H -7.92 7.76 22.08
O -6.04 4.27 19.20
H 1.53 9.01 17.07
Ca -0.79 6.72 22.68
H -2.00 8.29 16.06
O -5.67 11.17 20.81
H -3.64 3.59 21.29
H -1.25 0.33 22.73
C -4.14 3.52 22.26
O -0.74 12.38 24.37
H -6.58 3.94 23.52
O -2.70 6.29 21.39
C -5.55 2.77 17.35
H -1.12 7.20 17.12
H -0.29 9.26 18.41
C -6.69 3.60 22.49
O -0.13 3.02 23.79
O -5.36 1.68 23.04
C -2.71 7.45 20.88
C -5.64 7.49 23.46
C -0.37 0.98 22.71
C -5.47 2.78 22.10
C -0.49 3.23 22.54
C -1.63 8.17 17.08
O -3.36 2.66 23.10
H -3.38 14.30 18.63
C -0.64 11.11 22.34
H -3.97 8.98 19.99
O -5.75 6.15 18.08
H -1.59 1.02 25.14
H -3.99 7.42 19.21
O -6.77 9.49 24.09
C -7.38 8.71 22.01
O -0.74 4.33 22.08
C 0.64 9.21 16.47
H -4.83 7.71 20.79
O -0.33 14.13 25.72
H -0.06 0.18 25.57
H -2.09 12.81 19.89
H -2.36 13.66 17.29
O -7.13 6.11 19.86
O -8.22 9.79 22.43
H -6.83 4.45 21.81
O -4.81 12.03 18.90
H 1.44 12.71 22.45
H 1.22 1.50 24.08
C 1.38 12.26 23.44
C -3.31 13.57 17.82
H -0.40 1.83 26.10
O -3.45 11.41 20.56
H -3.30 11.43 17.57
O -8.47 10.95 24.34
H -0.79 11.97 21.69
C 0.07 11.48 23.62



19
Properties=species:S:1:pos:R:3 method="wB97M-V/def2-TZVPD" total_charge=0 de_lowest_kcal_mol=32.15 lumo_energy_ev=0.7 smiles="NCCNCC(N)=O" e_tot_ev=-10843.8169
C -1.68 1.80 0.44
H 0.38 0.42 1.01
H 2.03 -2.00 1.70
N -0.07 -0.16 0.31
H 0.55 -0.50 -1.63
O -2.26 1.82 1.50
C -1.22 0.54 -0.28
H -1.62 3.80 0.11
H 0.46 -2.00 1.57
C 0.95 -0.65 -0.63
H -0.95 2.86 -1.17
H 2.49 -2.13 -0.40
N 1.29 -2.45 1.18
H 1.80 0.04 -0.62
N -1.51 2.91 -0.34
H -2.04 -0.18 -0.33
H 1.02 -2.83 -0.88
H -1.03 0.75 -1.34
C 1.42 -2.05 -0.22



16
Properties=species:S:1:pos:R:3 method="wB97M-V/def2-TZVPD" total_charge=0 de_lowest_kcal_mol=48.89 lumo_energy_ev=0.9 smiles=CN(C)C.O e_tot_ev=-6825.1252
C -1.57 0.57 0.79
H 0.94 -2.92 -0.48
H 0.86 1.68 1.40
H 1.75 0.97 0.07
H -2.05 -0.34 1.32
C 0.68 1.38 0.37
H 1.21 -1.75 0.58
C -0.16 -0.33 -1.02
H 0.84 -0.41 -1.37
H -1.34 1.46 1.46
O 1.65 -2.49 0.06
H -2.19 0.78 -0.12
H -0.31 0.24 -1.92
H 0.51 2.31 -0.35
H -0.64 -1.37 -1.10
N -0.16 0.22 0.31